Record 1
Below is one molecule with the formula C13H24N4S2, with properties calculated with wB97M-V/def2-TZVPD.

Geometry as XYZ:
```
43
Properties=species:S:1:pos:R:3:nbo_charge:R:1
C 1.56 -3.29 -4.94 -0.599
C 0.09 -2.90 -4.81 -0.387
C -0.19 -2.21 -3.48 -0.387
C -1.66 -1.81 -3.34 -0.385
C -1.93 -1.12 -2.00 -0.398
C -3.39 -0.70 -1.87 -0.396
C -3.73 -0.10 -0.49 -0.421
C -3.57 1.41 -0.41 -0.502
S -1.91 2.04 -0.80 0.278
C -1.00 1.36 0.50 -0.142
N -1.50 0.74 1.51 -0.312
N -0.61 0.30 2.37 -0.276
C 0.62 0.55 2.08 0.258
N 1.65 0.19 2.82 -0.560
C 2.87 0.42 2.49 0.344
N 3.90 0.04 3.25 -0.378
C 5.26 0.29 2.88 -0.397
C 3.68 -0.64 4.50 -0.426
S 0.75 1.48 0.51 0.206
H 1.85 -3.98 -4.14 0.199
H 2.20 -2.41 -4.88 0.199
H 1.74 -3.78 -5.90 0.206
H -0.18 -2.23 -5.63 0.192
H -0.53 -3.80 -4.89 0.192
H 0.43 -1.32 -3.40 0.192
H 0.08 -2.88 -2.66 0.192
H -1.93 -1.14 -4.16 0.191
H -2.29 -2.71 -3.42 0.191
H -1.67 -1.80 -1.19 0.194
H -1.28 -0.25 -1.93 0.206
H -3.64 0.02 -2.65 0.191
H -4.02 -1.58 -2.02 0.202
H -4.77 -0.31 -0.25 0.210
H -3.11 -0.56 0.28 0.233
H -3.81 1.76 0.60 0.238
H -4.21 1.92 -1.13 0.222
H 3.14 0.93 1.56 0.164
H 5.76 0.90 3.64 0.200
H 5.80 -0.66 2.79 0.200
H 5.31 0.80 1.92 0.212
H 4.15 -1.62 4.48 0.199
H 4.10 -0.06 5.32 0.199
H 2.60 -0.75 4.64 0.258
```

The total energy comes out at -1525.12163 hartree. The calculation puts the max |F| at 0.0367 hartree/bohr. Its HOMO-LUMO gap is 8.143 eV. The HOMO energy is -7.7 eV. The energy above the lowest of the compared OMol25 structures with the same formula, charge and spin is 11.1 kJ/mol.



Record 2
Below is C13H25AlBr2ClF3K2MgN2O16P2S4 as an isolated structure, with properties calculated with wB97M-V/def2-TZVPD.

Geometry as XYZ:
```
72
Properties=species:S:1:pos:R:3:lowdin_charge:R:1
C -3.94 0.02 -4.41 -0.101
C -2.60 0.51 -3.92 -0.329
C -2.12 -0.30 -2.71 -0.136
O -2.86 -1.52 -2.62 -0.026
C -2.51 -2.21 -1.47 -0.543
O -3.34 -2.38 -0.63 0.155
C -1.12 -2.73 -1.37 -0.460
S 0.03 -1.54 -0.65 0.594
P -0.07 -1.94 1.55 0.552
C -0.25 -2.24 3.43 -0.911
Br -1.98 -1.45 3.85 0.660
C 0.86 -1.52 4.34 -0.919
C 2.32 -1.42 3.68 -0.232
Br 0.30 0.20 5.02 0.805
O -2.65 1.92 -3.69 -0.154
C -1.52 2.44 -3.08 -0.650
O -1.70 3.09 -2.09 -0.036
C -0.11 2.19 -3.55 -0.509
S 1.12 3.07 -2.58 0.789
H -4.39 0.77 -5.08 -0.084
H -3.81 -0.89 -4.98 0.082
H -4.64 -0.17 -3.61 0.114
H -1.89 0.31 -4.73 0.148
H -1.08 -0.55 -2.86 0.088
H -2.22 0.24 -1.78 0.147
H -0.75 -3.10 -2.31 0.047
H -1.17 -3.58 -0.69 0.076
H -0.25 -0.56 1.76 0.002
H -1.21 -2.73 1.33 -0.005
H 1.16 -2.61 1.47 -0.017
H -0.38 -3.30 3.65 0.041
H 0.96 -2.16 5.28 -0.065
H 2.60 -2.27 3.02 0.058
H 3.06 -1.42 4.51 0.061
H 2.42 -0.46 3.21 0.086
H 0.02 2.45 -4.59 0.010
H 0.14 1.14 -3.41 0.074
H 0.51 4.23 -2.33 -0.154
O 0.31 8.71 -1.20 -0.037
P 0.73 7.35 -1.72 -0.088
O 2.24 7.36 -1.71 -0.075
O 0.15 7.02 -3.11 -0.529
O 0.28 6.35 -0.67 -0.060
K -3.25 4.21 -3.36 0.885
K 2.14 -3.27 5.20 1.022
C 1.60 -5.78 -4.73 -0.011
C 0.83 -4.49 -4.78 -0.481
O 0.62 -3.84 -3.78 0.035
C 0.34 -4.04 -6.12 -0.025
H 1.90 -5.99 -3.71 0.078
H 0.98 -6.60 -5.10 0.089
H 2.49 -5.70 -5.35 0.096
H -0.33 -4.79 -6.54 0.092
H 1.19 -3.89 -6.81 0.057
H -0.20 -3.10 -6.01 0.072
Al 0.94 7.60 -4.73 0.688
Cl -0.74 4.71 -5.38 -0.301
N -0.69 3.55 6.31 -0.600
O -0.48 3.44 5.10 0.092
O -0.97 4.65 6.78 0.156
O -0.63 2.56 7.03 0.100
N 2.37 1.57 8.91 -0.282
S 1.94 0.05 8.94 0.460
O 1.82 -0.55 10.22 -0.268
O 2.48 -0.76 7.89 -0.337
F 0.43 0.24 8.51 -0.205
S 3.87 1.83 9.37 0.471
O 4.09 3.21 9.64 -0.269
O 4.86 1.11 8.65 -0.286
F 3.90 1.18 10.82 -0.188
Mg -3.97 0.87 -7.02 0.876
F 1.82 -4.30 -8.52 -0.487
```

The total energy comes out at -11648.68937 hartree. The calculation puts the max |F| at 0.1556 hartree/bohr. Its HOMO-LUMO gap is 0.960 eV. The HOMO energy is -8.2 eV. The energy above the lowest of the compared OMol25 structures with the same formula, charge and spin is 127.1 kJ/mol.



Record 3
Below is one molecule with the formula C13H25BN3O6PS, with properties calculated with wB97M-V/def2-TZVPD.

Geometry as XYZ:
```
50
Properties=species:S:1:pos:R:3:nbo_charge:R:1
C 0.59 3.86 -2.88 -0.741
C -0.77 3.69 -2.22 0.704
O -1.08 4.34 -1.26 -0.543
N -1.65 2.71 -2.77 -0.655
C -1.41 1.39 -2.13 -0.216
C -1.62 0.26 -3.12 -0.420
C -2.02 -1.10 -2.50 -0.390
C -1.69 -1.32 -1.02 -0.441
C -0.21 -1.27 -0.68 0.130
O 0.23 -2.57 -0.26 -0.535
C 1.33 -2.45 0.65 0.265
N 2.38 -3.39 0.32 -0.488
C 3.00 -3.39 -0.71 0.264
S 3.80 -3.40 -2.05 0.044
C 1.72 -0.98 0.58 -0.648
P 3.01 -0.39 1.68 2.376
O 4.31 -0.94 1.28 -1.074
O 2.91 1.22 1.60 -0.999
O 2.63 -0.63 3.19 -0.972
C 0.32 -0.33 0.43 -0.632
B -0.61 -0.14 1.70 1.245
O -1.76 0.62 1.53 -0.938
N -0.33 -0.72 3.01 -0.788
C -1.29 -1.81 3.30 -0.412
C -0.43 0.34 4.03 -0.412
H 0.62 4.81 -3.41 0.252
H 1.34 3.91 -2.09 0.243
H 0.84 3.04 -3.55 0.213
H -1.38 2.60 -3.75 0.354
H -2.08 1.31 -1.27 0.200
H -0.38 1.35 -1.77 0.165
H -0.71 0.15 -3.72 0.200
H -2.41 0.57 -3.81 0.216
H -1.60 -1.91 -3.10 0.212
H -3.11 -1.19 -2.59 0.212
H -2.27 -0.65 -0.40 0.223
H -2.04 -2.33 -0.77 0.240
H 0.34 -1.01 -1.60 0.162
H 0.95 -2.68 1.64 0.195
H 2.19 -0.81 -0.41 0.243
H 3.14 1.51 0.71 0.507
H 2.44 0.18 3.67 0.517
H 0.49 0.70 0.07 0.239
H -1.60 1.48 1.13 0.508
H -0.83 -2.79 3.15 0.202
H -2.21 -1.75 2.71 0.189
H -1.59 -1.76 4.35 0.205
H -0.01 1.27 3.64 0.192
H 0.15 0.05 4.91 0.198
H -1.46 0.56 4.31 0.191
```

The total energy comes out at -1890.57857 hartree. The calculation puts the max |F| at 0.0180 hartree/bohr. Its HOMO-LUMO gap is 9.144 eV. The HOMO energy is -9.2 eV.



Record 4
Below is an isolated ion of composition C13H25Br2F3N2O6P and charge +1, with properties calculated with wB97M-V/def2-TZVPD.

Geometry as XYZ:
```
52
Properties=species:S:1:pos:R:3:nbo_charge:R:1
C 3.18 -1.51 0.52 -0.635
C 2.22 -0.98 1.67 -0.396
C 1.22 0.17 1.20 -0.443
C 0.30 -0.26 -0.02 0.055
O -0.09 -1.64 0.20 -0.507
C -1.42 -1.77 0.72 0.237
C -1.70 -3.37 0.78 -0.238
N -0.66 -4.09 -0.03 -0.818
C -1.61 -1.25 2.20 -0.125
O -0.62 -1.73 3.11 -0.282
O -1.17 -1.46 4.37 -0.459
C -2.50 -1.19 -0.29 -0.286
N -2.07 0.05 -1.02 -0.685
P -1.88 -0.16 -2.78 2.358
O -2.79 -1.22 -3.37 -0.998
O -0.29 -0.58 -3.21 -0.925
O -2.22 1.28 -3.62 -0.949
C -0.88 0.74 -0.35 -0.059
C -0.38 2.02 -1.17 -0.439
C 0.45 3.06 -0.30 -0.480
C 1.80 3.45 -1.03 0.267
F 1.42 4.04 -2.26 -0.356
Br 2.94 1.91 -1.50 0.070
C 2.69 4.49 -0.20 0.600
F 3.63 3.78 0.53 -0.319
F 1.91 5.33 0.57 -0.317
Br 3.72 5.64 -1.44 0.057
H 4.18 -1.76 0.98 0.227
H 3.36 -0.72 -0.26 0.197
H 2.76 -2.47 0.12 0.228
H 1.71 -1.83 2.18 0.231
H 2.89 -0.48 2.44 0.213
H 1.85 1.08 1.01 0.223
H 0.56 0.43 2.10 0.211
H 0.98 -0.28 -0.94 0.231
H -1.51 -3.71 1.84 0.229
H -2.75 -3.63 0.44 0.186
H -0.96 -4.20 -1.00 0.359
H -0.57 -5.04 0.35 0.376
H -2.61 -1.66 2.56 0.212
H -1.67 -0.13 2.31 0.176
H -0.50 -1.62 5.06 0.489
H -3.41 -0.92 0.34 0.247
H -2.83 -2.03 -0.96 0.292
H -2.85 0.74 -0.91 0.477
H -0.01 0.02 -3.92 0.512
H -1.75 1.28 -4.48 0.524
H -1.30 1.15 0.62 0.234
H 0.17 1.73 -2.12 0.245
H -1.32 2.54 -1.53 0.233
H 0.59 2.77 0.78 0.258
H -0.16 4.02 -0.29 0.263
```

The total energy comes out at -6859.90193 hartree. The calculation puts the max |F| at 0.1470 hartree/bohr. As for the net charge: +1. Its HOMO-LUMO gap is 8.806 eV. The HOMO energy is -12.3 eV. The energy above the lowest of the compared OMol25 structures with the same formula, charge and spin is 330.7 kJ/mol.



Q: What is the formula in the fourth record?
A: C13H25Br2F3N2O6P



Q: Among the records above, which one has the lowest HOMO-LUMO gap?
A: C13H25AlBr2ClF3K2MgN2O16P2S4